*one*
Here is a 2-piece molecular cluster, C2H8N2O overall from the Open Molecules 2025 dataset. Energies are from the ωB97M-V functional and the def2-TZVPD basis.

```
! RIJCOSX wB97M-V def2-TZVPD def2/J DEFGRID3
* xyz 0 1
O -1.719 0.365 -0.921
C -2.770 -0.113 -1.215
H -3.737 0.162 -0.735
H -2.914 -0.890 -1.988
N 2.423 0.654 0.628
C 1.176 0.092 1.095
N 0.581 -0.996 0.294
H 2.304 1.363 -0.069
H 2.905 1.062 1.415
H 1.427 -0.443 2.021
H 0.350 0.754 1.371
H 1.307 -1.678 0.158
H 0.343 -0.595 -0.598
*
```

## Properties
SMILES = C=O.NCN
HOMO-LUMO gap = 10.062 eV
E_LUMO = 0.9 eV

---

*two*
Here is a 2-piece molecular cluster, C2H8N2O overall from the Open Molecules 2025 dataset. Energies are from the ωB97M-V functional and the def2-TZVPD basis.

```
! RIJCOSX wB97M-V def2-TZVPD def2/J DEFGRID3
* xyz 0 1
C 1.308 -1.260 1.297
N 1.053 -0.162 0.380
C 0.696 -0.534 -0.899
N 0.508 0.280 -1.859
H 0.581 -1.346 2.098
H 1.350 -2.171 0.713
H 2.262 -1.174 1.829
H 1.068 0.787 0.683
H 0.868 -1.578 -1.169
H 0.302 -0.279 -2.681
H -2.993 1.414 -0.207
H -2.184 1.015 0.888
O -2.963 1.593 0.749
*
```

## Properties
SMILES = [H]/N=C/NC.O
HOMO-LUMO gap = 9.869 eV
E_LUMO = 0.8 eV

---

*three*
Here is a 2-piece molecular cluster, C2H8N2O overall from the Open Molecules 2025 dataset. Energies are from the ωB97M-V functional and the def2-TZVPD basis.

```
! RIJCOSX wB97M-V def2-TZVPD def2/J DEFGRID3
* xyz 0 1
C 1.441 -0.744 -0.444
N 0.783 0.214 0.534
C 0.225 1.346 0.075
N -0.652 1.985 0.841
H 1.029 -1.708 -0.092
H 1.160 -0.579 -1.439
H 2.505 -0.728 -0.303
H 0.447 -0.071 1.480
H 0.251 1.431 -1.068
H -0.594 3.036 0.724
H -2.098 -1.990 0.386
H -2.108 -0.651 -0.308
O -2.390 -1.540 -0.387
*
```

## Properties
SMILES = [H]/N=C/NC.O
HOMO-LUMO gap = 9.448 eV
E_LUMO = 0.8 eV

---

*two* is preferred energetically. Next in line: 0.489 eV higher.

---

*one*
Here is a 2-piece molecular cluster, C2H2BrNO2 overall from the Open Molecules 2025 dataset. Energies are from the ωB97M-V functional and the def2-TZVPD basis.

```
! RIJCOSX wB97M-V def2-TZVPD def2/J DEFGRID3
* xyz 0 1
C 1.213 0.055 1.783
C 1.938 0.485 0.885
N 2.292 -2.284 0.628
O 2.994 -1.959 -0.579
O 1.323 -2.988 0.317
Br 2.920 1.087 -0.464
H 0.461 -0.195 2.366
H 3.468 -1.192 -0.556
*
```

## Properties
SMILES = C#CBr.O=NO
HOMO-LUMO gap = 10.064 eV
E_LUMO = -0.2 eV

---

*two*
Here is one molecule with the formula C2H2BrNO2 from the Open Molecules 2025 dataset. Energies are from the ωB97M-V functional and the def2-TZVPD basis.

```
! RIJCOSX wB97M-V def2-TZVPD def2/J DEFGRID3
* xyz 0 1
C -0.047 0.562 -0.045
C 1.167 -0.465 0.084
N -1.333 0.028 -0.061
O -1.466 -1.182 0.004
O -2.249 0.827 -0.142
Br 2.889 0.119 0.118
H 0.115 1.618 -0.130
H 0.925 -1.507 0.173
*
```

## Properties
SMILES = O=[N+]([O-])/C=C/Br
HOMO-LUMO gap (alpha / beta) = 8.351 / 8.354 eV
E_LUMO (alpha / beta) = -1.6 / -1.6 eV

---

*three*
Here is one molecule with the formula C2H2BrNO2 from the Open Molecules 2025 dataset. Energies are from the ωB97M-V functional and the def2-TZVPD basis.

```
! RIJCOSX wB97M-V def2-TZVPD def2/J DEFGRID3
* xyz 0 1
C 0.214 0.085 -0.150
C 1.472 -0.342 -0.060
N 1.840 -1.790 -0.002
O 0.958 -2.591 0.153
O 3.009 -1.976 -0.114
Br 3.032 0.782 0.028
H -0.051 1.115 -0.409
H -0.689 -0.701 0.057
*
```

## Properties
SMILES = C=C(Br)[N+](=O)[O-]
HOMO-LUMO gap = 9.746 eV
E_LUMO = -0.6 eV

---

*three* is preferred energetically. Next in line: 0.841 eV higher.

---

*one*
Here is one molecule with the formula CH3N5 from the Open Molecules 2025 dataset. Energies are from the ωB97M-V functional and the def2-TZVPD basis.

```
! RIJCOSX wB97M-V def2-TZVPD def2/J DEFGRID3
* xyz 0 1
C -0.030 0.892 -0.276
H 0.449 2.106 1.136
H -0.393 -2.380 -0.093
H 0.811 -0.556 1.425
N 0.097 1.998 0.199
N -0.771 0.460 -1.230
N -0.636 -0.860 -1.239
N -0.132 -1.321 -0.319
N 0.606 -0.339 0.397
*
```

## Properties
SMILES = [H]/N=c1/nn[nH][nH]1
HOMO-LUMO gap = 9.016 eV
E_LUMO = 0.3 eV

---

*two*
Here is one molecule with the formula CH3N5 from the Open Molecules 2025 dataset. Energies are from the ωB97M-V functional and the def2-TZVPD basis.

```
! RIJCOSX wB97M-V def2-TZVPD def2/J DEFGRID3
* xyz 0 1
C 0.694 -0.295 0.083
H 2.487 0.328 -0.052
H -2.033 0.614 0.777
H 0.021 1.631 -0.683
N 1.910 -0.550 0.024
N -0.131 -1.495 -0.026
N -1.368 -1.201 -0.098
N -1.461 0.199 -0.010
N -0.120 0.769 -0.015
*
```

## Properties
SMILES = [H]/N=c1/nn[nH][nH]1
HOMO-LUMO gap = 9.417 eV
E_LUMO = 0.2 eV

---

*two* is preferred energetically. Next in line: 1.529 eV higher.

---

*one*
Here is a 2-piece molecular cluster, C2H5F2P overall from the Open Molecules 2025 dataset. Energies are from the ωB97M-V functional and the def2-TZVPD basis.

```
! RIJCOSX wB97M-V def2-TZVPD def2/J DEFGRID3
* xyz 0 1
C -1.235 -0.675 0.382
C -1.758 -0.224 -0.755
F 1.334 0.793 -0.789
F 2.545 -0.435 0.829
P 1.807 1.051 0.718
H -1.978 -1.146 1.063
H -0.085 -0.637 0.580
H 3.171 1.610 0.566
H -1.069 0.076 -1.552
H -2.733 -0.412 -1.042
*
```

## Properties
SMILES = C=C.FPF
HOMO-LUMO gap = 10.562 eV
E_LUMO = 0.4 eV

---

*two*
Here is one molecule with the formula C2H5F2P from the Open Molecules 2025 dataset. Energies are from the ωB97M-V functional and the def2-TZVPD basis.

```
! RIJCOSX wB97M-V def2-TZVPD def2/J DEFGRID3
* xyz 0 1
C 1.271 -0.307 0.409
C -0.159 -0.304 -0.100
F -0.257 -0.867 -1.308
F -0.853 -1.184 0.727
P -1.058 1.359 -0.018
H 1.105 0.116 1.402
H 1.569 -1.334 0.235
H 1.935 0.417 -0.276
H -2.175 0.524 0.329
H -1.377 1.580 -1.401
*
```

## Properties
SMILES = CC(F)(F)P
HOMO-LUMO gap = 11.046 eV
E_LUMO = 1.0 eV

---

*three*
Here is a 2-piece molecular cluster, C2H5F2P overall from the Open Molecules 2025 dataset. Energies are from the ωB97M-V functional and the def2-TZVPD basis.

```
! RIJCOSX wB97M-V def2-TZVPD def2/J DEFGRID3
* xyz 0 1
C -0.339 -1.340 -0.748
C 0.269 -0.623 0.458
F -0.368 -0.587 1.646
F 1.560 -0.728 0.612
P -0.022 2.378 -0.313
H -0.766 -0.614 -1.395
H 0.559 -1.930 -1.215
H -1.157 -2.044 -0.350
H 0.940 3.269 0.428
H -0.675 2.220 0.877
*
```

## Properties
HOMO-LUMO gap (alpha / beta) = 7.232 / 9.098 eV
E_LUMO (alpha / beta) = -0.9 / 0.5 eV

---

*one* is preferred energetically. Next in line: 0.711 eV higher.

---

*one*
Here is one molecule with the formula CBrNO3 from the Open Molecules 2025 dataset. Energies are from the ωB97M-V functional and the def2-TZVPD basis.

```
! RIJCOSX wB97M-V def2-TZVPD def2/J DEFGRID3
* xyz 0 1
C 0.589 -0.723 -0.186
N -0.215 0.545 -0.045
O -1.374 0.455 0.448
O 0.310 -1.882 -0.297
O 0.373 1.550 -0.327
Br 2.580 0.073 0.056
*
```

## Properties
SMILES = O=C(Br)[N+](=O)[O-]
HOMO-LUMO gap = 8.727 eV
E_LUMO = -2.2 eV

---

*two*
Here is one molecule with the formula CBrNO3 from the Open Molecules 2025 dataset. Energies are from the ωB97M-V functional and the def2-TZVPD basis.

```
! RIJCOSX wB97M-V def2-TZVPD def2/J DEFGRID3
* xyz 0 1
C -0.395 0.634 0.000
N 0.636 -0.526 0.000
O -0.070 1.758 0.000
O 1.775 -0.164 0.000
O 0.190 -1.635 0.000
Br -2.136 -0.067 0.000
*
```

## Properties
SMILES = O=C(Br)[N+](=O)[O-]
HOMO-LUMO gap = 9.884 eV
E_LUMO = -1.4 eV

---

*two* is preferred energetically. Next in line: 0.935 eV higher.

---

*one*
Here is a 2-piece molecular cluster, CH2BrPSi overall from the Open Molecules 2025 dataset. Energies are from the ωB97M-V functional and the def2-TZVPD basis.

```
! RIJCOSX wB97M-V def2-TZVPD def2/J DEFGRID3
* xyz 0 1
C 1.077 0.261 0.248
Si -1.788 -0.076 -0.063
P -3.324 -1.432 -0.081
Br 2.246 -1.051 -0.197
H 1.708 1.114 -0.064
H -0.847 1.035 0.117
*
```

## Properties
HOMO-LUMO gap = 6.167 eV
E_LUMO = -1.9 eV

---

*two*
Here is a 2-piece molecular cluster, CH2BrPSi overall from the Open Molecules 2025 dataset. Energies are from the ωB97M-V functional and the def2-TZVPD basis.

```
! RIJCOSX wB97M-V def2-TZVPD def2/J DEFGRID3
* xyz 0 1
C -2.333 0.058 -0.574
Si 1.968 0.618 0.261
P -1.058 0.744 -1.114
Br -3.817 -0.935 0.022
H 3.438 0.396 0.592
H 1.802 -0.882 0.812
*
```

## Properties
HOMO-LUMO gap = 7.678 eV
E_LUMO = -1.3 eV

---

*three*
Here is one molecule with the formula CH2BrPSi from the Open Molecules 2025 dataset. Energies are from the ωB97M-V functional and the def2-TZVPD basis.

```
! RIJCOSX wB97M-V def2-TZVPD def2/J DEFGRID3
* xyz 0 1
C 0.679 -0.433 -0.741
Si -0.340 0.661 0.459
P 1.542 -0.473 1.219
Br 0.328 -2.009 -1.732
H -0.496 2.135 0.270
H -1.714 0.119 0.525
*
```

## Properties
SMILES = BrC1=P[SiH2]1
HOMO-LUMO gap (alpha / beta) = 7.010 / 7.701 eV
E_LUMO (alpha / beta) = -1.7 / -1.3 eV

---

*three* is preferred energetically. Next in line: 0.617 eV higher.